# 1
Molecular formula: C38H32F9N4PS2Ti
Method: DFT, ωB97M-V/def2-TZVPD

Output
**Multiplicity**: 2
**Charge**: +1
**E_HOMO (spin up / spin down)**: -11.184 / -11.188 eV
**Electronic energy**: -124412.5281 eV
**Gap between HOMO and LUMO (spin up / spin down)**: 7.149 / 7.059 eV
**Expectation value of S²**: 0.7566
**Energy above the lowest of the compared OMol25 structures with the same formula, charge and spin**: 324.63 kJ/mol
**Lowest unoccupied orbital energy (spin up / spin down)**: -4.03 / -4.13 eV

CARTESIAN COORDINATES (ANGSTROEM)
Ti (-1.38551, -0.00057, -0.91381)
C (2.67134, -2.18544, -3.79256)
S (2.27630, -0.43113, -3.76882)
C (0.62245, -0.42403, -3.21021)
S (-0.18312, -1.82286, -2.52604)
N (0.05840, 0.75240, -3.30065)
N (-1.23905, 0.59181, -2.77761)
C (-2.22541, 0.40090, -3.55387)
C (-3.29813, -0.44856, -2.99432)
C (-4.38364, -0.85290, -3.73608)
C (-5.21169, -1.84533, -3.22115)
C (-4.91434, -2.39847, -1.99168)
C (-3.80427, -1.93551, -1.29844)
N (-3.00814, -0.98771, -1.78345)
H (3.64877, -2.24180, -4.27021)
H (1.95002, -2.73816, -4.38820)
H (2.73069, -2.59965, -2.78943)
H (-2.18595, 0.67718, -4.60434)
H (-4.57507, -0.40651, -4.70202)
H (-6.07085, -2.18253, -3.78468)
H (-5.52543, -3.17899, -1.56214)
H (-3.54350, -2.33059, -0.32377)
F (4.83959, 4.39062, 2.73180)
C (5.17677, 3.76455, 1.59205)
F (6.39181, 3.22319, 1.77958)
F (5.28949, 4.69359, 0.63385)
C (4.16076, 2.70722, 1.23702)
C (3.65150, 2.61867, -0.04744)
C (2.69976, 1.64851, -0.33464)
C (2.27667, 0.76168, 0.65301)
C (2.81753, 0.84206, 1.93412)
C (3.75119, 1.81947, 2.22652)
P (1.11470, -0.52058, 0.12320)
C (2.25359, -1.89610, -0.27039)
C (3.58339, -1.64033, -0.59105)
C (4.44584, -2.68681, -0.88306)
C (3.98040, -3.99206, -0.85488)
C (2.65531, -4.25972, -0.54230)
C (1.79660, -3.21157, -0.25906)
C (4.92363, -5.10945, -1.21986)
F (4.42196, -6.31294, -0.91007)
F (5.17819, -5.10700, -2.54233)
F (6.10195, -4.98162, -0.59020)
C (0.26521, -1.12582, 1.62767)
C (-1.03111, -0.66960, 1.84499)
C (-1.76371, -1.03785, 2.96731)
C (-1.18458, -1.88769, 3.88859)
C (0.10808, -2.36742, 3.69019)
C (0.82396, -1.99572, 2.56855)
C (-1.93809, -2.32964, 5.11936)
F (-1.20556, -2.13983, 6.22654)
F (-2.23158, -3.63997, 5.05300)
F (-3.08979, -1.66180, 5.26711)
H (3.97934, 3.30811, -0.81262)
H (2.29352, 1.57999, -1.33942)
H (2.50754, 0.15467, 2.71047)
H (4.16297, 1.89672, 3.22440)
H (3.96284, -0.62749, -0.60716)
H (5.48079, -2.48366, -1.12506)
H (2.29658, -5.27899, -0.52245)
H (0.76152, -3.42929, -0.02779)
H (-1.51062, 0.07463, 1.20423)
H (-2.76299, -0.65464, 3.12065)
H (0.55205, -3.03106, 4.42103)
H (1.82336, -2.38444, 2.41974)
C (-0.22052, 3.67097, 2.29359)
N (-1.27545, 2.96797, 1.58049)
C (-2.55659, 3.44697, 2.08937)
C (-1.12683, 3.18219, 0.13471)
C (-2.40813, 2.79254, -0.54709)
C (-3.23815, 3.83954, -0.93440)
C (-4.57554, 3.62334, -1.22478)
C (-5.10008, 2.35070, -1.07152)
C (-4.25340, 1.29887, -0.75430)
C (-2.87594, 1.45976, -0.54205)
H (-0.31714, 3.49311, 3.36455)
H (-0.27147, 4.75810, 2.12129)
H (0.74712, 3.32547, 1.97323)
H (-2.57220, 3.30619, 3.16960)
H (-3.38497, 2.88697, 1.65828)
H (-2.71604, 4.51636, 1.88242)
H (-0.23583, 2.62614, -0.20479)
H (-0.92567, 4.24157, -0.09415)
H (-2.84183, 4.84805, -0.95349)
H (-5.21197, 4.44918, -1.51431)
H (-6.15727, 2.17406, -1.22245)
H (-4.69633, 0.30979, -0.69593)

=====

# 2
Molecular formula: H2N2
Method: DFT, ωB97M-V/def2-TZVPD

Output
**SMILES**: [H]/N=N\[H]
**E_HOMO**: -9.080 eV
**Electronic energy**: -3010.1365 eV
**Gap between HOMO and LUMO**: 10.087 eV
**Energy above the lowest of the compared OMol25 structures with the same formula, charge and spin**: 55.87 kJ/mol
**Lowest unoccupied orbital energy**: 1.01 eV

CARTESIAN COORDINATES (ANGSTROEM)
H (-0.01223, -0.65962, 0.98482)
N (0.53067, -0.42930, 0.18564)
N (0.13276, 0.32055, -0.65959)
H (-0.65120, 0.76837, -0.51087)

=====

# 3
Molecular formula: C27H31LuNOP2
Method: DFT, ωB97M-V/def2-TZVPD

Output
**Charge**: +1
**E_HOMO (spin up / spin down)**: -9.209 / -9.209 eV
**Electronic energy**: -84231.1844 eV
**Gap between HOMO and LUMO (spin up / spin down)**: 4.676 / 4.676 eV
**Energy above the lowest of the compared OMol25 structures with the same formula, charge and spin**: 158.77 kJ/mol
**Lowest unoccupied orbital energy (spin up / spin down)**: -4.53 / -4.53 eV

CARTESIAN COORDINATES (ANGSTROEM)
C (-1.28885, 3.35237, -2.71883)
C (-1.23878, 1.99338, -2.41051)
C (0.06910, 1.44431, -2.36248)
C (1.23651, 2.23725, -2.50309)
C (1.11501, 3.61271, -2.73246)
C (-0.16084, 4.16470, -2.84088)
C (2.53250, 1.61536, -2.07659)
C (2.59509, 0.19252, -2.47804)
C (1.40156, -0.56680, -2.32175)
C (1.38842, -1.97946, -2.47938)
C (2.63054, -2.58204, -2.68982)
C (3.82415, -1.85325, -2.80827)
C (3.80180, -0.47172, -2.78525)
H (-2.26041, 3.85830, -2.76217)
H (1.98704, 4.25078, -2.83583)
H (-0.26265, 5.23746, -3.05461)
H (3.43895, 2.18889, -2.43472)
H (2.68045, -3.66663, -2.72600)
H (4.76470, -2.40535, -3.00834)
H (4.70303, 0.09323, -3.03518)
N (0.26192, 0.12051, -1.87149)
Lu (0.05712, -0.07431, 0.25311)
C (-2.45000, 1.28636, -1.82049)
H (-2.56038, 0.28766, -2.25662)
H (-3.37420, 1.83114, -2.03571)
C (0.16884, -2.81424, -2.10682)
H (-0.73155, -2.48582, -2.65445)
H (0.34158, -3.85131, -2.37607)
P (-2.39522, 1.07201, 0.03100)
P (-0.22757, -2.71342, -0.35295)
C (1.19378, -3.69012, 0.29054)
H (1.12034, -3.73552, 1.39001)
H (1.16635, -4.71293, -0.11145)
H (2.13076, -3.18970, 0.00741)
C (-1.60436, -3.86215, -0.16760)
H (-1.34164, -4.85682, -0.53467)
H (-1.89744, -3.95638, 0.88188)
H (-2.46591, -3.48723, -0.72307)
C (-2.64082, 2.78309, 0.57264)
H (-3.60639, 3.18914, 0.25665)
H (-2.61553, 2.85936, 1.66167)
H (-1.86099, 3.43153, 0.17952)
C (-4.01321, 0.24692, 0.36287)
H (-4.21684, 0.21611, 1.43998)
H (-4.87350, 0.76606, -0.09051)
H (-4.05378, -0.79132, 0.00100)
C (2.17713, 2.03176, -0.30704)
O (1.81372, 1.28280, 0.64993)
H (3.09339, 2.68815, -0.25705)
C (-0.82257, -0.86208, 2.41046)
C (-0.21967, -0.26853, 3.62440)
C (0.98594, -0.78054, 4.16451)
C (1.45131, -0.34392, 5.38970)
C (0.73908, 0.61218, 6.09902)
C (-0.40967, 1.21466, 5.56920)
C (-0.89541, 0.77556, 4.34630)
H (-0.54041, -1.92501, 2.26863)
H (-1.93724, -0.70597, 2.33334)
H (1.49612, -1.56636, 3.61415)
H (2.31711, -0.82547, 5.82735)
H (1.05695, 0.90269, 7.08392)
H (-0.97327, 1.97753, 6.12334)
H (-1.80123, 1.20799, 3.89767)

=====

# 4
Molecular formula: C7H11PS
Method: DFT, ωB97M-V/def2-TZVPD

Output
**SMILES**: CC1=CP(C)(=S)C=C1C
**E_HOMO**: -8.198 eV
**Electronic energy**: -27560.2922 eV
**Gap between HOMO and LUMO**: 8.197 eV
**Energy above the lowest of the compared OMol25 structures with the same formula, charge and spin**: 0.00 kJ/mol
**Lowest unoccupied orbital energy**: 0.00 eV

CARTESIAN COORDINATES (ANGSTROEM)
C (-1.34597, -1.76241, 0.98691)
C (-0.24868, -0.99964, 0.41849)
C (0.97301, -0.65180, 0.91101)
P (1.83435, 0.44673, -0.22175)
C (2.15502, 2.02505, 0.68499)
S (3.27591, -0.18316, -1.41719)
C (0.29835, 0.67810, -1.15863)
C (-0.72151, -0.05010, -0.65393)
C (-2.06150, -0.12215, -1.24360)
H (-1.63708, -1.27286, 1.83893)
H (-1.04030, -2.83568, 1.27680)
H (-2.24963, -1.83913, 0.36941)
H (1.49645, -1.27573, 1.71216)
H (1.68951, 2.78788, -0.00305)
H (1.55767, 2.17970, 1.68121)
H (3.15180, 2.19292, 0.87959)
H (0.17983, 1.16946, -2.12990)
H (-2.37766, -1.13540, -1.41454)
H (-2.16403, 0.47582, -2.06132)
H (-2.76553, 0.17239, -0.45557)

=====

# 5
Molecular formula: C6H12BFO4
Method: DFT, ωB97M-V/def2-TZVPD

Output
**SMILES**: CCB(O)OC(=O)O[C@@H](F)CC
**E_HOMO**: -10.968 eV
**Electronic energy**: -18002.7122 eV
**Gap between HOMO and LUMO**: 11.254 eV
**Energy above the lowest of the compared OMol25 structures with the same formula, charge and spin**: 25.14 kJ/mol
**Lowest unoccupied orbital energy**: 0.29 eV

CARTESIAN COORDINATES (ANGSTROEM)
C (2.87565, 0.90190, -0.36335)
C (2.56836, -0.24606, 0.61350)
B (1.35432, -1.07772, 0.07484)
O (1.23415, -1.35862, -1.27542)
O (0.38505, -1.50077, 0.96692)
C (-0.61167, -2.31818, 0.52765)
O (-0.44694, -3.49861, 0.27720)
O (-1.84338, -1.75562, 0.58833)
C (-2.06545, -0.61394, -0.21339)
F (-3.41269, -0.58240, -0.34631)
C (-1.58720, 0.66910, 0.43364)
C (-2.33188, 1.91272, -0.05744)
H (3.73472, 1.44496, -0.00643)
H (2.03869, 1.58486, -0.39925)
H (3.06236, 0.52854, -1.35414)
H (3.44742, -0.86918, 0.69319)
H (2.32572, 0.17199, 1.57718)
H (0.68362, -0.69486, -1.68871)
H (-1.67233, -0.76613, -1.21423)
H (-1.69670, 0.53860, 1.49584)
H (-0.53890, 0.79947, 0.20877)
H (-1.63171, 2.61365, -0.48301)
H (-2.80676, 2.42383, 0.75928)
H (-3.06448, 1.69249, -0.81467)

=====

# 6
Molecular formula: C28H80O12
Method: DFT, ωB97M-V/def2-TZVPD

Output
**SMILES**: CC(C)O.CC(C)O.CC(C)O.CC(C)O.CC(C)O.CC(C)O.CC(C)O.CC(C)O.CO.CO.CO.CO
**E_HOMO**: -9.111 eV
**Electronic energy**: -54891.8771 eV
**Gap between HOMO and LUMO**: 9.636 eV
**Energy above the lowest of the compared OMol25 structures with the same formula, charge and spin**: 1036.19 kJ/mol
**Lowest unoccupied orbital energy**: 0.52 eV

CARTESIAN COORDINATES (ANGSTROEM)
C (-3.32667, -12.85249, 19.52396)
C (-3.92513, -11.61174, 20.05857)
C (-3.86656, -11.77319, 21.56004)
O (-3.38315, -10.51120, 19.75188)
H (-2.30388, -13.00314, 19.76010)
H (-3.41265, -12.75994, 18.39839)
H (-3.80350, -13.69194, 19.91628)
H (-4.91390, -11.48126, 19.69152)
H (-4.46167, -12.61644, 21.75422)
H (-4.35600, -10.98180, 22.12263)
H (-2.88833, -11.93013, 22.03369)
H (-3.08026, -10.56231, 18.86392)
C (-12.17384, -9.84354, 24.17611)
C (-12.28991, -11.07506, 23.30041)
C (-13.55411, -11.87849, 23.40724)
O (-12.05092, -10.88760, 22.06327)
H (-12.38514, -9.90766, 25.29108)
H (-13.07899, -9.25066, 23.88068)
H (-11.31289, -9.24444, 24.04446)
H (-11.41029, -11.62671, 23.63546)
H (-13.35536, -12.75976, 22.83965)
H (-14.37152, -11.24167, 23.05396)
H (-13.62154, -12.20617, 24.49936)
H (-12.61678, -11.50603, 21.52573)
C (-7.11080, -7.15093, 16.81325)
C (-7.16928, -7.91251, 18.14611)
C (-5.95777, -8.84649, 18.31978)
O (-7.11423, -7.20683, 19.18278)
H (-6.12951, -6.71601, 16.66006)
H (-7.95232, -6.44450, 16.72237)
H (-7.31489, -7.90243, 16.02783)
H (-8.08323, -8.51717, 18.16745)
H (-5.72812, -9.11565, 19.37566)
H (-5.05208, -8.41467, 17.86545)
H (-6.02078, -9.75303, 17.75202)
H (-8.00573, -7.11127, 19.55377)
C (-7.89526, -16.24887, 22.27860)
C (-7.14347, -15.37668, 21.33272)
C (-6.90702, -14.01967, 21.89812)
O (-5.98992, -15.80702, 21.02395)
H (-8.87170, -15.94542, 22.48788)
H (-7.23083, -16.25008, 23.19013)
H (-8.02388, -17.24790, 21.84102)
H (-7.58464, -15.30919, 20.35805)
H (-7.80563, -13.48130, 22.06080)
H (-6.45236, -13.41555, 21.12253)
H (-6.32065, -13.87872, 22.80478)
H (-5.30568, -15.28896, 21.42508)
C (-10.85777, -9.74527, 18.85368)
C (-10.61149, -10.34119, 17.45119)
C (-11.87796, -10.41180, 16.68371)
O (-9.76434, -9.65882, 16.78269)
H (-10.39019, -10.35498, 19.67058)
H (-11.95747, -9.67902, 18.87986)
H (-10.60748, -8.68461, 18.90822)
H (-10.15838, -11.38936, 17.57418)
H (-12.58475, -10.91273, 17.36906)
H (-11.83500, -11.02387, 15.73401)
H (-12.20662, -9.41633, 16.46722)
H (-9.69024, -10.11586, 15.94970)
C (-10.14294, -7.09807, 26.00110)
C (-8.70827, -6.71402, 25.60353)
C (-7.71838, -7.77836, 25.87221)
O (-8.52890, -6.32726, 24.41961)
H (-10.40325, -6.78585, 26.93904)
H (-10.36396, -8.08243, 25.77468)
H (-10.92209, -6.59492, 25.41471)
H (-8.37741, -5.86122, 26.20578)
H (-8.12151, -8.74184, 25.61343)
H (-7.34807, -7.76963, 26.90452)
H (-6.78721, -7.66007, 25.28519)
H (-7.61601, -6.10779, 24.42696)
C (-8.09019, -11.12548, 24.04062)
C (-8.28722, -10.41635, 22.68788)
C (-6.99605, -10.34503, 21.83709)
O (-9.12696, -10.91637, 21.94370)
H (-8.99851, -11.14211, 24.65623)
H (-7.37028, -10.54195, 24.57801)
H (-7.61057, -12.07937, 23.92234)
H (-8.44696, -9.33398, 22.95037)
H (-6.16645, -10.03604, 22.48354)
H (-7.15673, -9.67145, 20.97341)
H (-6.71476, -11.34855, 21.58759)
H (-9.93984, -10.62091, 22.26417)
C (-9.84150, -7.65806, 21.58690)
C (-10.05895, -6.43795, 20.71822)
C (-9.32891, -5.20335, 21.28396)
O (-9.69338, -6.54042, 19.51948)
H (-8.74838, -7.80780, 21.49310)
H (-10.39913, -8.47882, 21.25304)
H (-10.15764, -7.51773, 22.61496)
H (-11.06188, -6.11831, 20.73810)
H (-9.22910, -4.35763, 20.55956)
H (-8.22280, -5.42121, 21.46214)
H (-9.64915, -4.94416, 22.33619)
H (-10.21619, -5.85676, 19.05965)
C (-5.85363, -7.44399, 22.24150)
O (-4.43656, -7.17689, 22.52709)
H (-5.96183, -7.88062, 21.21344)
H (-6.27248, -6.47480, 22.08554)
H (-6.37168, -7.97507, 23.04400)
H (-3.81730, -7.91537, 22.20419)
C (-5.15798, -12.96042, 25.27424)
O (-5.04613, -11.74477, 24.64778)
H (-6.21482, -13.15186, 25.48062)
H (-4.47678, -12.94597, 26.09622)
H (-4.77666, -13.70476, 24.51839)
H (-4.09761, -11.62829, 24.54523)
C (-10.99173, -14.11784, 21.31014)
O (-10.48426, -13.87089, 22.60887)
H (-12.04162, -14.35590, 21.45362)
H (-10.37440, -14.81617, 20.83363)
H (-10.95200, -13.19280, 20.75748)
H (-9.77927, -13.24611, 22.54627)
C (-7.84971, -11.91076, 18.79297)
O (-8.85937, -12.27952, 19.72330)
H (-6.91823, -11.96181, 19.33139)
H (-7.96305, -10.88553, 18.41112)
H (-7.79185, -12.61307, 17.96763)
H (-8.78058, -11.76921, 20.53465)

=====

# 7
Molecular formula: C5H10
Method: DFT, ωB97M-V/def2-TZVPD

Output
**E_HOMO**: -6.364 eV
**Electronic energy**: -5340.2494 eV
**Gap between HOMO and LUMO**: 4.683 eV
**Energy above the lowest of the compared OMol25 structures with the same formula, charge and spin**: 677.00 kJ/mol
**Lowest unoccupied orbital energy**: -1.68 eV

CARTESIAN COORDINATES (ANGSTROEM)
C (-0.56545, -0.38075, 2.07491)
C (-0.53098, -0.38290, 0.57600)
C (0.41571, -0.19930, -0.44183)
C (0.74291, -1.11333, -1.42408)
C (1.10290, 0.97280, 0.02224)
H (-1.33474, -1.07642, 2.39973)
H (-0.82985, 0.56992, 2.55040)
H (0.42325, -0.70429, 2.39348)
H (-1.18580, -1.17623, 0.14428)
H (-4.43887, 4.86228, -4.29257)
H (1.57209, -0.95541, -2.10165)
H (0.22381, -2.05240, -1.42355)
H (-3.90273, 4.39437, -4.46779)
H (2.07895, 1.17025, -0.43525)
H (0.59320, 1.86898, 0.36764)

=====

# 8
Molecular formula: C10H14CuF2NO4S
Method: DFT, ωB97M-V/def2-TZVPD

Output
**Charge**: -2
**E_HOMO**: -2.301 eV
**Electronic energy**: -81188.6186 eV
**Gap between HOMO and LUMO**: 7.459 eV
**Lowest unoccupied orbital energy**: 5.16 eV

CARTESIAN COORDINATES (ANGSTROEM)
Cu (0.42524, -1.15431, -0.24637)
F (-2.25134, -2.27326, -0.39611)
C (-1.06335, -2.25987, 0.36801)
F (-1.52646, -1.99574, 1.68408)
H (-0.79303, -3.32875, 0.41976)
N (-1.53717, 1.74847, -0.11614)
C (-2.12180, 2.11256, -1.33388)
C (-2.53590, 1.13724, -2.24434)
C (-3.18554, 1.50383, -3.41472)
C (-3.43350, 2.83845, -3.69373)
C (-3.02079, 3.81088, -2.79877)
C (-2.36939, 3.45665, -1.62766)
S (-4.28190, 3.34512, -5.19460)
O (-5.31080, 4.28223, -4.73988)
O (-4.81700, 2.11392, -5.77227)
O (-3.24500, 3.98006, -6.01009)
H (-0.95542, 2.45892, 0.29640)
H (-1.06572, 0.84871, -0.11080)
H (-2.34227, 0.09608, -2.00832)
H (-3.50748, 0.75679, -4.12886)
H (-3.21733, 4.84944, -3.03584)
H (-2.04506, 4.21927, -0.92621)
C (2.28309, 1.82935, 0.15592)
C (2.79360, 0.41986, -0.18262)
C (3.21066, -0.28982, 1.11597)
O (1.88964, -0.29665, -0.92835)
H (3.05858, 2.41939, 0.65725)
H (1.41316, 1.75290, 0.81502)
H (1.97952, 2.33799, -0.75990)
H (3.71912, 0.55180, -0.78314)
H (2.34893, -0.36526, 1.78643)
H (4.01594, 0.24827, 1.62927)
H (3.54952, -1.30181, 0.88569)